Density functional theory data (wB97M-V/def2-TZVPD) for an isolated ion of composition C6H10N and charge +1 in a non-equilibrium geometry.

Its energy above the lowest of the compared OMol25 structures with the same formula, charge and spin is 2.918 eV. For the HOMO energy, the calculation gives -13.37 eV. As for the spin multiplicity: 1. For the HOMO-LUMO gap, the calculation gives 0.3576 Ha. The net charge is +1. As for the structure (SMILES): CC=C=C[C@H]1C[NH2+]1.

Last column: Mulliken charge in e.
Atoms and positions in Å:
C  -2.91172  0.04619  0.51166  -0.945
C  -1.94764  -0.27712  -0.63713  -0.240
C  -0.75041  -0.61614  -0.47621  0.094
C  0.33016  -1.10892  0.05755  -0.529
C  1.51685  -0.39759  0.55277  0.093
C  2.62288  -0.34822  -0.36720  -0.350
N  1.95317  0.87385  0.02827  -0.238
H  -4.02020  -0.27287  0.32204  0.307
H  -2.73957  1.16332  0.76668  0.251
H  -2.52752  -0.43141  1.40432  0.331
H  -2.32122  -0.07136  -1.69042  0.299
H  0.31892  -2.28272  -0.04232  0.273
H  1.81934  -0.61498  1.61760  0.369
H  3.72744  -0.61226  -0.16055  0.284
H  2.49667  -0.63486  -1.46743  0.272
H  1.54685  1.52189  -0.72413  0.365
H  2.37074  1.52270  0.82303  0.365